The following is a quantum chemistry calculation of C5H6O in the gas phase at a distorted geometry, from the Open Molecules 2025 dataset.

Last column: natural (NBO) charge in e.
Element x y z (Å)
O: -1.297765 2.170535 0.435961  -0.523
C: -0.655493 1.277829 -0.042232  0.477
C: -1.022025 -0.062341 -0.609164  -0.549
C: -0.055776 -0.851894 0.298525  -0.257
C: 1.326934 -1.015908 -0.176693  -0.203
C: 1.185360 -0.117012 0.762866  -0.202
H: 0.601822 1.292519 -0.002471  0.109
H: -2.057286 -0.429913 -0.560706  0.243
H: -0.702923 -0.090926 -1.663260  0.227
H: -0.529996 -1.442236 1.074665  0.202
H: 1.720025 -1.132621 -1.170206  0.226
H: 1.487118 0.401970 1.652717  0.251

Atoms 1-2, force components in eV/Å:
O 0.08 -0.44 -0.22
C 1.13 0.92 -0.17

Computed properties:
Electronic energy ... -7325.0832 eV
HOMO-LUMO gap ... 9.14 eV
Energy above the lowest of the compared OMol25 structures with the same formula, charge and spin ... 96.9 kcal/mol
F_max ... 2.878 eV/Å
Total charge ... 0
E_LUMO ... 0.7 eV


The following is a quantum chemistry calculation of C5H6O in the gas phase at a distorted geometry, from the Open Molecules 2025 dataset.

Last column: natural (NBO) charge in e.
Element x y z (Å)
O: -0.856481 -1.362941 2.008691  -0.532
C: -0.557186 -0.806444 0.982778  0.604
C: -0.071044 -1.195885 -0.496784  -0.514
C: 0.761933 0.094369 -0.378957  -0.207
C: -0.159598 1.266553 -0.526629  -0.395
C: -0.053423 0.584983 0.817236  -0.333
H: 0.493410 -2.088567 -0.814383  0.239
H: -0.903829 -1.100263 -1.202832  0.218
H: 1.844015 0.025932 -0.328014  0.234
H: -0.988107 1.101488 -1.208697  0.216
H: 0.119742 2.323261 -0.485443  0.237
H: 0.370569 1.157515 1.633034  0.232

Atoms 1-2, force components in eV/Å:
O 0.11 -0.14 -1.04
C 0.24 -0.13 -0.05

Computed properties:
Electronic energy ... -7327.4969 eV
HOMO-LUMO gap ... 10.59 eV
Energy above the lowest of the compared OMol25 structures with the same formula, charge and spin ... 41.2 kcal/mol
F_max ... 1.058 eV/Å
Total charge ... 0
E_LUMO ... 1.0 eV


The following is a quantum chemistry calculation of 2 unconnected molecules or ions with the total composition C5H6O2 at a distorted geometry, from the Open Molecules 2025 dataset.

Last column: natural (NBO) charge in e.
Element x y z (Å)
C: 0.596279 -0.023883 -1.777574  -0.715
C: 0.381323 0.220245 -0.304367  0.554
C: 0.492965 -0.893406 1.874763  -0.288
C: 0.286968 -0.996778 0.564161  -0.332
C: -2.595163 1.837440 -0.002991  0.502
O: -2.695568 2.422001 0.963207  -0.501
O: 0.314661 1.342270 0.159859  -0.551
H: 0.853984 0.912327 -2.277350  0.239
H: -0.316141 -0.439005 -2.223499  0.238
H: 1.396943 -0.759415 -1.911840  0.227
H: 0.703331 0.084618 2.299695  0.216
H: 0.477269 -1.747358 2.548544  0.202
H: 0.103149 -1.959057 0.087392  0.209

Atoms 1-2, force components in eV/Å:
C 0.04 0.04 -0.02
C 0.02 0.29 0.09

Computed properties:
Electronic energy ... -9376.1107 eV
HOMO-LUMO gap ... 10.29 eV
Energy above the lowest of the compared OMol25 structures with the same formula, charge and spin ... 22.7 kcal/mol
F_max ... 1.163 eV/Å
Total charge ... 0
E_LUMO ... 0.4 eV


The following is a quantum chemistry calculation of C5H6O2 in the gas phase at a distorted geometry, from the Open Molecules 2025 dataset.

Last column: natural (NBO) charge in e.
Element x y z (Å)
O: 0.734696 -2.405242 -0.430267  -0.536
C: 0.428722 -1.261931 -0.196070  0.568
C: -1.009670 -0.611214 -0.253064  -0.531
C: -0.882058 0.814490 0.329819  -0.530
C: 0.606024 1.110563 0.425044  0.592
O: 1.094261 2.154329 0.788086  -0.523
C: 1.345214 -0.096192 -0.071057  -0.580
H: -1.593004 -1.286146 0.364723  0.244
H: -1.485668 -0.598730 -1.250422  0.241
H: -1.279341 0.880566 1.347010  0.247
H: -1.364209 1.613275 -0.246991  0.247
H: 2.407474 -0.186453 0.217909  0.270
H: 0.942167 -0.109377 -1.162450  0.290

Atoms 1-2, force components in eV/Å:
O -0.47 0.46 0.40
C -0.90 -0.26 0.24

Computed properties:
Electronic energy ... -9376.0010 eV
HOMO-LUMO gap ... 10.24 eV
Energy above the lowest of the compared OMol25 structures with the same formula, charge and spin ... 25.2 kcal/mol
F_max ... 2.610 eV/Å
Total charge ... 0
E_LUMO ... 0.5 eV


The following is a quantum chemistry calculation of a molecular structure, C5H6O2, from the Open Molecules 2025 dataset.

Last column: natural (NBO) charge in e.
Element x y z (Å)
O: 1.273818 2.011231 -0.897681  -0.500
C: 1.524763 1.020215 -0.255387  0.424
C: 0.773310 -0.290437 -0.413986  -0.019
O: 0.652142 -1.013343 0.812747  -0.516
C: -0.800672 -1.013717 0.686391  0.030
C: -1.508532 0.232573 0.954340  -0.400
C: -0.740645 -0.224728 -0.597613  -0.342
H: 2.329157 0.995831 0.506537  0.126
H: 1.266906 -0.903670 -1.185186  0.214
H: -1.254753 -1.994430 0.799347  0.214
H: -1.433899 0.747931 -0.300199  0.325
H: -0.806404 0.964280 1.384642  0.184
H: -1.275189 -0.531741 -1.493951  0.261

Atoms 1-2, force components in eV/Å:
O 0.12 -0.58 0.35
C -0.15 0.34 -0.29

Computed properties:
Electronic energy ... -9371.6001 eV
HOMO-LUMO gap ... 9.79 eV
Energy above the lowest of the compared OMol25 structures with the same formula, charge and spin ... 126.7 kcal/mol
F_max ... 0.683 eV/Å
Total charge ... 0
E_LUMO ... 0.6 eV


The following is a quantum chemistry calculation of C5H6O2 in the gas phase at a distorted geometry, from the Open Molecules 2025 dataset.

Last column: natural (NBO) charge in e.
Element x y z (Å)
C: -2.213688 0.049135 0.025319  -0.513
C: -0.857726 -0.065060 -0.165113  0.285
C: 0.127597 1.071540 -0.191195  -0.384
C: 1.564356 0.904732 -0.152374  0.147
O: 1.999929 -0.401105 -0.266257  -0.521
C: 0.884672 -1.296447 0.241524  0.214
O: -0.336324 -1.150915 -0.524463  -0.496
H: -2.619086 -0.891873 -0.319318  0.221
H: -2.621203 1.123201 0.083751  0.226
H: -0.175820 2.099532 -0.042753  0.220
H: 2.388364 1.758985 0.053388  0.223
H: 0.593556 -1.049226 1.343441  0.191
H: 1.265371 -2.152493 -0.085951  0.185

Atoms 1-2, force components in eV/Å:
C 2.60 1.65 -0.94
C -3.30 6.85 0.43

Computed properties:
Electronic energy ... -9373.3456 eV
HOMO-LUMO gap ... 8.98 eV
Energy above the lowest of the compared OMol25 structures with the same formula, charge and spin ... 86.5 kcal/mol
F_max ... 7.617 eV/Å
Total charge ... 0
E_LUMO ... 0.7 eV


The following is a quantum chemistry calculation of C5H6O2 in the gas phase, from the Open Molecules 2025 dataset.

Last column: natural (NBO) charge in e.
Element x y z (Å)
C: -2.071450 -0.096785 1.885573  -0.199
C: -1.174046 0.066405 1.101595  -0.039
C: -0.053765 0.261340 0.177018  0.004
C: 1.185242 -0.524103 0.588442  -0.617
O: -0.502047 -0.181801 -1.126160  -0.490
C: 0.125416 0.373316 -2.167620  0.649
O: 1.014788 1.182891 -2.108183  -0.587
H: -2.873008 -0.242553 2.576108  0.239
H: 0.188868 1.326221 0.100571  0.234
H: 0.963283 -1.594790 0.594861  0.220
H: 1.500114 -0.223902 1.591807  0.226
H: 1.997165 -0.321215 -0.114467  0.231
H: -0.300560 -0.025024 -3.099545  0.128

Atoms 1-2, force components in eV/Å:
C 0.35 0.06 -0.30
C -0.39 -0.05 0.34

Computed properties:
Electronic energy ... -9375.2658 eV
HOMO-LUMO gap ... 11.36 eV
Energy above the lowest of the compared OMol25 structures with the same formula, charge and spin ... 42.2 kcal/mol
F_max ... 0.537 eV/Å
Total charge ... 0
E_LUMO ... 1.0 eV


The following is a quantum chemistry calculation of a molecular structure, C5H6O2 at a distorted geometry, from the Open Molecules 2025 dataset.

Last column: natural (NBO) charge in e.
Element x y z (Å)
C: -1.319073 0.295747 0.465308  -0.093
O: -0.202430 0.729228 1.253365  -0.492
C: 0.945465 0.574260 0.512670  0.088
C: 1.216825 -0.717940 -0.128292  0.018
O: 0.107127 -1.568246 0.077718  -0.501
C: -0.712608 -0.582614 -0.601018  0.019
C: 0.541319 0.157740 -1.177278  -0.340
H: -1.819728 1.167449 0.018178  0.182
H: -2.004354 -0.244895 1.117467  0.206
H: 1.778278 1.205379 0.827334  0.230
H: 2.203408 -1.165256 -0.162491  0.201
H: -1.428815 -1.058396 -1.282027  0.214
H: 0.686377 1.268171 -0.766822  0.266

Atoms 1-2, force components in eV/Å:
C -0.30 -0.10 -0.06
O 0.00 0.09 0.17

Computed properties:
Electronic energy ... -9371.9712 eV
HOMO-LUMO gap ... 9.24 eV
Energy above the lowest of the compared OMol25 structures with the same formula, charge and spin ... 118.2 kcal/mol
F_max ... 1.538 eV/Å
Total charge ... 0
E_LUMO ... 1.0 eV


- Which value of F_max does entry 4 give?
  2.610 eV/Å


Please write out number 2 again, unchanged.
The following is a quantum chemistry calculation of C5H6O in the gas phase at a distorted geometry, from the Open Molecules 2025 dataset.

Last column: natural (NBO) charge in e.
Element x y z (Å)
O: -0.856481 -1.362941 2.008691  -0.532
C: -0.557186 -0.806444 0.982778  0.604
C: -0.071044 -1.195885 -0.496784  -0.514
C: 0.761933 0.094369 -0.378957  -0.207
C: -0.159598 1.266553 -0.526629  -0.395
C: -0.053423 0.584983 0.817236  -0.333
H: 0.493410 -2.088567 -0.814383  0.239
H: -0.903829 -1.100263 -1.202832  0.218
H: 1.844015 0.025932 -0.328014  0.234
H: -0.988107 1.101488 -1.208697  0.216
H: 0.119742 2.323261 -0.485443  0.237
H: 0.370569 1.157515 1.633034  0.232

Atoms 1-2, force components in eV/Å:
O 0.11 -0.14 -1.04
C 0.24 -0.13 -0.05

Computed properties:
Electronic energy ... -7327.4969 eV
HOMO-LUMO gap ... 10.59 eV
Energy above the lowest of the compared OMol25 structures with the same formula, charge and spin ... 41.2 kcal/mol
F_max ... 1.058 eV/Å
Total charge ... 0
E_LUMO ... 1.0 eV


- total charge of number 1 (C5H6O)?
  0